*one*
# C41H33BeNO3P2S

A molecular structure, C41H33BeNO3P2S (ωB97M-V with the def2-TZVPD basis set, OMol25).

```
! RIJCOSX wB97M-V def2-TZVPD def2/J DEFGRID3
* xyz 0 1
Be 0.1105 0.4043 0.2967
C 4.5473 -2.1339 4.5489
C 4.4855 -0.6016 4.3918
C 5.5255 0.0415 5.3100
C 4.7521 -0.2568 2.9301
C 6.0226 -0.0643 2.4027
C 6.2159 0.1688 1.0469
C 5.1277 0.2383 0.1933
C 3.8362 0.0688 0.6840
P 2.3597 0.1807 -0.3938
C 2.5937 -1.2379 -1.5123
C 3.4467 -1.2043 -2.6162
C 3.6284 -2.3404 -3.3891
C 2.9573 -3.5157 -3.0681
C 2.1046 -3.5532 -1.9761
C 1.9222 -2.4174 -1.1977
C 2.6859 1.6573 -1.4114
C 2.0449 1.7691 -2.6458
C 2.1184 2.9474 -3.3704
C 2.8250 4.0321 -2.8664
C 3.4518 3.9341 -1.6336
C 3.3778 2.7533 -0.9052
C 3.6901 -0.2029 2.0370
O 2.4114 -0.4494 2.4713
C 2.1021 -0.1031 3.7608
C 0.7798 0.2473 3.9969
C 0.4077 0.5531 5.3010
C 1.3468 0.5139 6.3196
C 2.6659 0.1782 6.0387
C 3.0761 -0.1391 4.7490
P -0.3979 0.3239 2.6046
C -1.4445 1.7348 3.0844
C -0.9542 3.0038 2.7683
C -1.6774 4.1380 3.0969
C -2.9055 4.0140 3.7389
C -3.4007 2.7571 4.0500
C -2.6736 1.6193 3.7222
C -1.4255 -1.1598 2.8377
C -0.9301 -2.2730 3.5120
C -1.6686 -3.4495 3.5607
C -2.9056 -3.5203 2.9391
C -3.4058 -2.4136 2.2660
C -2.6679 -1.2432 2.2087
H 5.5445 -2.4998 4.2941
H 3.8258 -2.6227 3.8908
H 4.3203 -2.4183 5.5791
H 6.5274 -0.3122 5.0681
H 5.3460 -0.2329 6.3494
H 5.5106 1.1297 5.2291
H 6.8867 -0.1061 3.0529
H 7.2178 0.3019 0.6612
H 5.2778 0.4394 -0.8603
H 3.9594 -0.2874 -2.8826
H 4.2879 -2.3073 -4.2471
H 3.0924 -4.3988 -3.6803
H 1.5565 -4.4549 -1.7366
H 1.2248 -2.4459 -0.3721
H 1.4736 0.9348 -3.0374
H 1.6119 3.0238 -4.3236
H 2.8744 4.9552 -3.4289
H 3.9924 4.7805 -1.2294
H 3.8590 2.6949 0.0634
H -0.6161 0.8368 5.5120
H 1.0564 0.7511 7.3346
H 3.3823 0.1586 6.8500
H -0.0099 3.1052 2.2444
H -1.2937 5.1153 2.8339
H -3.4798 4.8984 3.9841
H -4.3565 2.6560 4.5485
H -3.0670 0.6425 3.9766
H 0.0334 -2.2261 4.0048
H -1.2722 -4.3117 4.0822
H -3.4784 -4.4382 2.9729
H -4.3658 -2.4677 1.7686
H -3.0548 -0.3933 1.6559
O -1.2937 -2.8667 -0.7900
C -1.4544 -1.6697 -0.7462
O -0.6050 -0.8240 -0.2359
H -2.3202 -1.1955 -1.2299
S -0.8729 4.5264 -0.9084
C -0.5062 3.0165 -0.4775
N -0.2360 1.9255 -0.1413
*
```

Summary:
Frontier orbital gap: 0.30926 Ha
HOMO level: -8.08 eV

*two*
# C41H33BeNO3P2S

A molecular structure, C41H33BeNO3P2S (ωB97M-V with the def2-TZVPD basis set, OMol25).

```
! RIJCOSX wB97M-V def2-TZVPD def2/J DEFGRID3
* xyz 0 1
Be 1.2434 -0.0380 -1.3092
C -4.3101 2.1189 -0.9294
C -4.1075 1.2685 0.3415
C -5.3832 1.2997 1.1737
C -3.7306 -0.1512 -0.0782
C -4.5787 -1.2491 -0.0942
C -4.1207 -2.5028 -0.4981
C -2.7918 -2.6859 -0.8425
C -1.9097 -1.6087 -0.8115
P -0.1090 -1.7964 -0.9804
C 0.0942 -3.0127 -2.3099
C 0.1949 -4.3835 -2.0890
C 0.3316 -5.2501 -3.1640
C 0.3641 -4.7521 -4.4587
C 0.2589 -3.3862 -4.6830
C 0.1262 -2.5145 -3.6133
C 0.3552 -2.6223 0.5723
C 1.6200 -3.2071 0.6665
C 2.0879 -3.6708 1.8858
C 1.3011 -3.5514 3.0245
C 0.0421 -2.9764 2.9379
C -0.4313 -2.5129 1.7175
C -2.4161 -0.3610 -0.4760
O -1.5405 0.6999 -0.4888
C -1.6467 1.5266 0.6051
C -0.4627 1.9870 1.1648
C -0.5509 2.7800 2.3065
C -1.7903 3.0870 2.8441
C -2.9586 2.6125 2.2484
C -2.9072 1.8223 1.1091
P 1.0983 1.5116 0.3603
C 2.2196 1.1703 1.7449
C 2.2460 -0.1397 2.2232
C 3.0738 -0.4786 3.2807
C 3.8855 0.4864 3.8610
C 3.8689 1.7896 3.3847
C 3.0386 2.1334 2.3275
C 1.7157 3.0443 -0.3870
C 0.9948 4.2299 -0.4348
C 1.5230 5.3377 -1.0874
C 2.7675 5.2630 -1.6911
C 3.4900 4.0757 -1.6510
C 2.9648 2.9688 -1.0082
H -5.1395 1.7195 -1.5155
H -3.4176 2.1196 -1.5551
H -4.5400 3.1499 -0.6548
H -6.2243 0.9181 0.5947
H -5.6307 2.3248 1.4507
H -5.2886 0.7056 2.0843
H -5.6111 -1.1382 0.2102
H -4.8037 -3.3415 -0.5183
H -2.4274 -3.6684 -1.1171
H 0.1759 -4.7743 -1.0791
H 0.4151 -6.3149 -2.9887
H 0.4763 -5.4305 -5.2947
H 0.2895 -2.9911 -5.6897
H 0.0534 -1.4482 -3.7932
H 2.2500 -3.2938 -0.2092
H 3.0764 -4.1074 1.9407
H 1.6698 -3.9078 3.9780
H -0.5760 -2.8832 3.8216
H -1.4138 -2.0595 1.6640
H 0.3548 3.1392 2.7800
H -1.8542 3.6960 3.7360
H -3.9140 2.8646 2.6891
H 1.6342 -0.9038 1.7521
H 3.1021 -1.5011 3.6344
H 4.5449 0.2182 4.6764
H 4.5105 2.5388 3.8303
H 3.0385 3.1472 1.9452
H 0.0182 4.2943 0.0285
H 0.9547 6.2580 -1.1257
H 3.1743 6.1260 -2.2019
H 4.4577 4.0112 -2.1309
H 3.5226 2.0376 -0.9864
O 1.1592 1.1749 -4.7757
C 1.5888 0.9056 -3.6799
O 0.8477 0.6539 -2.6313
H 2.6765 0.8367 -3.4973
S 5.1696 -1.7209 -0.2622
C 3.7720 -1.0892 -0.7290
N 2.7477 -0.6274 -1.0746
*
```

Summary:
Frontier orbital gap: 0.31036 Ha
HOMO level: -8.19 eV

On energetic grounds, *two* is preferred over the next structure by 9.0 kcal/mol.

*one*
# C4H9NO4

A single C4H9NO4 molecule (ωB97M-V with the def2-TZVPD basis set, OMol25).

```
! RIJCOSX wB97M-V def2-TZVPD def2/J DEFGRID3
* xyz 0 1
C 0.6828 -0.4818 0.8486
C -1.4030 0.4412 -0.1458
C 1.1166 0.8161 1.5089
N -0.7527 -0.5363 0.7105
C -0.6949 0.8045 -1.3974
O -1.1515 -1.8704 0.4451
O 1.3145 -0.7171 -0.4234
O -0.9674 -0.4220 -2.1892
O -0.1754 1.7719 -1.8447
H -0.8071 -2.1109 -0.4336
H 2.0570 -0.1198 -0.5669
H -0.1089 -0.7048 -2.5533
H 0.9420 -1.3326 1.4882
H -1.6533 1.3352 0.4224
H -2.0798 -0.2750 -0.8992
H 0.9504 1.6675 0.8508
H 0.5538 0.9706 2.4267
H 2.1768 0.7637 1.7521
*
```

Summary:
Frontier orbital gap: 0.37007 Ha
HOMO level: -9.51 eV
SMILES string: C[C@H](O)N(O)CC(=O)O

*two*
# C4H9NO4

A single C4H9NO4 molecule (ωB97M-V with the def2-TZVPD basis set, OMol25).

```
! RIJCOSX wB97M-V def2-TZVPD def2/J DEFGRID3
* xyz 0 1
C 0.1152 2.2617 1.5863
C -0.2559 0.1755 0.5514
N -1.1849 -0.2029 1.5395
O -0.1600 1.5399 0.3898
O -0.6385 -0.3538 -0.7067
H -2.0649 -0.4848 1.1318
H -0.8392 -0.9125 2.1686
H 0.9667 1.8254 2.1149
H 0.3358 3.2776 1.2592
H -0.7672 2.2762 2.2322
C 0.0488 -1.8690 -2.3946
C 0.4356 -0.6895 -1.5573
O 1.0426 -0.4252 0.8640
O 1.3963 0.0000 -1.7247
H 1.7231 0.0336 0.3420
H -0.8915 -1.6674 -2.9153
H -0.0872 -2.7301 -1.7488
H 0.8250 -2.0544 -3.1322
*
```

Summary:
Frontier orbital gap: 0.40851 Ha
HOMO level: -10.26 eV
SMILES string: CO[C@](N)(O)OC(C)=O

*three*
# C4H9NO4

2 unconnected molecules or ions with the total composition C4H9NO4 (ωB97M-V with the def2-TZVPD basis set, OMol25).

```
! RIJCOSX wB97M-V def2-TZVPD def2/J DEFGRID3
* xyz 0 1
O 0.5143 2.4039 -2.1864
C -0.3031 1.8460 -1.5099
C 0.1162 1.0867 -0.2595
C 0.2139 -0.4156 -0.6513
C 0.7945 -1.2216 0.4783
O 2.0291 -0.7500 0.8301
O 0.3332 -2.1577 1.0545
N -0.8510 1.1938 0.8362
H -1.3107 1.8967 -1.7427
H 1.1502 1.3810 0.1115
H 0.8575 -0.5230 -1.5650
H -0.8001 -0.8467 -0.9049
H 2.4190 -1.2382 1.6062
H -0.5477 1.8909 1.5619
H -1.8174 1.3580 0.5360
H -1.5326 -2.2021 0.9239
H -1.9588 -0.7555 1.1006
O -2.3056 -1.6327 0.8235
*
```

Summary:
Frontier orbital gap: 0.37911 Ha
HOMO level: -9.83 eV
SMILES string: N[C@H](C=O)CC(=O)O.O

*four*
# C4H9NO4

A molecular structure, C4H9NO4 (ωB97M-V with the def2-TZVPD basis set, OMol25).

```
! RIJCOSX wB97M-V def2-TZVPD def2/J DEFGRID3
* xyz 0 1
C 0.1538 -0.8217 1.8159
C 0.1870 -1.9349 1.0243
C 0.1947 1.4926 0.1705
N 1.4342 1.2487 -0.3104
O -0.0498 2.2318 1.0983
H 2.2163 1.7370 0.0986
H 1.5308 0.5999 -1.0781
H 1.0479 -0.4175 2.2693
H -0.7621 -0.2575 1.9120
H -0.7350 -2.5090 0.9602
H 0.0762 -1.4180 -0.4666
H 1.0855 -2.5390 0.9938
C -0.9639 0.8175 -0.7468
O -1.0784 1.6580 -1.8276
O 0.0317 -0.7650 -1.5036
O -1.9494 0.3240 -0.2153
H -0.3979 -1.2600 -2.2091
H -2.0217 1.8132 -1.9854
*
```

Summary:
Frontier orbital gap: 0.33754 Ha
HOMO level: -9.35 eV

On energetic grounds, *two* is preferred over the next structure by 4.7 kcal/mol.

*one*
# C18H25NO5

A single C18H25NO5 molecule (ωB97M-V with the def2-TZVPD basis set, OMol25).

```
! RIJCOSX wB97M-V def2-TZVPD def2/J DEFGRID3
* xyz 0 1
C 1.0953 -3.9681 -1.4573
C -0.3027 -3.4893 -1.8297
C -0.3072 -2.0067 -2.1948
C -1.7029 -1.5198 -2.5792
C -1.7342 -0.0122 -2.8568
C -2.9781 0.3625 -3.6303
O -4.0391 -0.1969 -3.5707
O -2.7795 1.4414 -4.4011
H -3.5993 1.6871 -4.8589
H -0.8661 0.2721 -3.4582
C -1.7292 0.7964 -1.5453
C -1.1952 2.2183 -1.7354
C -1.0526 2.9438 -0.4069
O -1.6781 3.9366 -0.1157
N -0.1310 2.3308 0.3953
C 0.2222 2.6008 1.7034
C -0.1308 3.7964 2.3319
C 0.2545 4.0457 3.6320
C 1.0031 3.1131 4.3389
C 1.3526 1.9243 3.7375
C 0.9716 1.6417 2.4226
C 1.3363 0.3440 1.8302
O 1.0960 -0.0010 0.6826
O 1.9636 -0.4667 2.6807
C 2.3259 -1.7534 2.1791
C 3.0417 -2.5116 3.2799
H 3.9363 -1.9752 3.5841
H 3.3228 -3.4967 2.9196
H 2.3907 -2.6208 4.1431
H 2.9676 -1.6229 1.2999
H 1.4159 -2.2763 1.8619
H 1.9280 1.1888 4.2770
H 1.3069 3.3158 5.3543
H -0.0272 4.9772 4.0997
H -0.7135 4.5164 1.7820
H 0.2821 1.4649 0.0484
H -0.2134 2.1775 -2.2132
H -1.8648 2.7962 -2.3725
H -1.1077 0.2599 -0.8284
H -2.7431 0.8330 -1.1400
H -2.0351 -2.0533 -3.4724
H -2.4142 -1.7489 -1.7841
H 0.3737 -1.8425 -3.0335
H 0.0747 -1.4372 -1.3456
H -0.6767 -4.0743 -2.6728
H -0.9793 -3.6540 -0.9882
H 1.0796 -5.0165 -1.1685
H 1.4857 -3.3859 -0.6252
H 1.7741 -3.8544 -2.2997
*
```

Summary:
Frontier orbital gap: 0.32934 Ha
HOMO level: -8.68 eV
SMILES string: CCCC[C@H](CCC(=O)Nc1ccccc1C(=O)OCC)C(=O)O

*two*
# C18H25NO5

A molecular structure, C18H25NO5 (ωB97M-V with the def2-TZVPD basis set, OMol25).

```
! RIJCOSX wB97M-V def2-TZVPD def2/J DEFGRID3
* xyz 0 1
C -7.9970 -2.4172 -0.8074
C -6.6193 -1.7926 -1.4368
C -5.8823 -0.8911 -0.3851
C -4.7163 -0.3688 -0.9330
C -3.9895 0.3361 -0.0188
C -3.3974 -0.5043 1.1674
O -2.2883 -0.9259 1.2110
O -4.1745 -0.7824 1.9762
H -3.7595 -1.4002 2.6010
H -4.6968 1.0796 0.6733
C -3.0252 1.5947 -0.5326
C -2.3225 2.3997 0.3373
C -0.7066 2.2030 0.0090
O -0.1614 3.5005 -0.1697
N -0.1282 1.1590 0.1363
C 1.1446 0.8041 0.1902
C 2.2228 1.5928 -0.2788
C 3.4530 1.2852 -0.4213
C 3.9581 0.1177 -0.3502
C 2.8504 -0.8596 0.2251
C 1.5302 -0.5017 0.1892
H 0.7000 -1.1091 0.7399
H 3.1498 -1.8215 0.3315
C 5.2028 -0.3265 -0.3069
O 6.1381 0.5549 -1.0641
O 5.5607 -1.6609 -0.2544
C 6.8262 -2.3365 -0.3900
C 7.6752 -1.7238 0.8334
H 7.0807 -2.3720 1.8438
H 8.6662 -2.3466 0.8177
H 7.7377 -0.7033 0.9769
H 6.6919 -3.2487 -0.7049
H 7.3055 -1.6170 -1.2303
H 4.2317 1.9105 -0.8298
H 1.8778 2.7163 -0.4945
H -0.6686 0.6007 0.5862
H -2.5958 3.3214 0.2464
H -2.3210 1.9400 1.7233
H -3.4738 2.0526 -1.2912
H -2.3767 0.8700 -0.9737
H -4.0205 -1.1835 -1.1344
H -5.1791 0.3887 -1.5008
H -5.8959 -1.6844 0.5058
H -6.7545 -0.3437 0.0497
H -6.2166 -2.5034 -1.8863
H -6.8652 -1.1890 -2.2808
H -8.4714 -3.0917 -1.6282
H -8.5968 -1.7990 -0.4875
H -7.7926 -3.0008 -0.1744
*
```

Summary:
Frontier orbital gap: 0.28208 Ha
HOMO level: -8.64 eV

On energetic grounds, *one* is preferred over the next structure by 471.8 kcal/mol.

*one*
# C4H7FS

A single C4H7FS molecule (ωB97M-V with the def2-TZVPD basis set, OMol25).

```
! RIJCOSX wB97M-V def2-TZVPD def2/J DEFGRID3
* xyz 0 1
C 2.8041 -0.0499 0.4588
C 0.2429 0.9093 -0.1257
C -1.1010 0.8633 -0.1805
C -1.8195 -0.3647 -0.3417
H 2.7247 0.2251 1.4313
H 3.2830 -1.0369 0.4429
H 3.4364 0.7227 0.0190
H 0.8112 1.8418 0.0731
H -1.7686 1.6945 0.0415
H -2.3002 -0.4471 -1.2811
H -1.1368 -1.2090 -0.1915
F -2.8435 -0.3522 0.5929
S 1.2364 -0.4231 -0.2960
*
```

Summary:
Frontier orbital gap: 0.33748 Ha
HOMO level: -8.33 eV
SMILES string: CS/C=C\CF

*two*
# C4H7FS

A single C4H7FS molecule (ωB97M-V with the def2-TZVPD basis set, OMol25).

```
! RIJCOSX wB97M-V def2-TZVPD def2/J DEFGRID3
* xyz 0 1
C 1.7156 0.4932 -0.4302
C 0.3241 0.5285 -1.1006
C -0.7864 0.7362 -0.0570
C -1.2481 -0.3966 0.8429
H 2.4335 0.1663 -1.1375
H 1.9481 1.5254 -0.2205
H 1.8240 -0.0343 0.5279
H 0.2401 -0.4664 -1.5623
H -0.5551 1.6291 0.5566
H -1.6958 1.0889 -0.6764
H -2.2899 -0.3977 0.9428
F 0.3341 1.4459 -2.1097
S -0.3089 -1.5433 1.5641
*
```

Summary:
Frontier orbital gap: 0.31157 Ha
HOMO level: -9.03 eV
SMILES string: C[C@H](F)CC=S

*three*
# C4H7FS

A single C4H7FS molecule (ωB97M-V with the def2-TZVPD basis set, OMol25).

```
! RIJCOSX wB97M-V def2-TZVPD def2/J DEFGRID3
* xyz 0 1
C -1.3691 0.3527 0.8931
C -0.0357 0.7661 0.3736
C 0.5002 0.0146 -0.8042
C 1.3310 -1.1618 -0.6583
H -1.3910 -0.6670 1.3049
H -1.6137 1.0812 1.6842
H -2.0061 0.4703 0.1302
H 0.6917 0.6816 1.1728
H 0.8076 0.7022 -1.5910
H 1.4670 -1.6646 0.2663
H 2.1264 -1.2331 -1.3481
F -0.2199 2.1136 -0.0598
S -0.2887 -1.4558 -1.3636
*
```

Summary:
Frontier orbital gap: 0.36309 Ha
HOMO level: -8.97 eV
SMILES string: C[C@H](F)[C@H]1CS1

*four*
# C4H7FS

2 unconnected molecules or ions with the total composition C4H7FS (ωB97M-V with the def2-TZVPD basis set, OMol25).

```
! RIJCOSX wB97M-V def2-TZVPD def2/J DEFGRID3
* xyz 0 1
C 3.1980 1.1118 -0.6559
C 3.2273 0.0220 -0.1309
C -1.1681 -0.4691 -1.4150
C -0.2933 -0.1508 -0.1844
F 3.1053 -1.2241 0.0799
S -0.0244 1.6007 -0.1343
H 3.7999 1.8926 -0.6715
H -0.0900 1.9918 -1.5634
H -1.1357 -1.5284 -1.6861
H -2.1462 0.0118 -1.3593
H -0.6067 0.1365 -2.1228
H 0.5055 -0.8392 0.0474
H -0.8879 -0.2176 0.7048
*
```

Summary:
Frontier orbital gap: 0.34339 Ha
HOMO level: -8.63 eV
SMILES string: C#CF.CCS

On energetic grounds, *three* is preferred over the next structure by 3.5 kcal/mol.

*one*
# CH4IP

2 unconnected molecules or ions with the total composition CH4IP (ωB97M-V with the def2-TZVPD basis set, OMol25).

```
! RIJCOSX wB97M-V def2-TZVPD def2/J DEFGRID3
* xyz 0 1
C -0.7303 -0.3458 -0.2222
P 0.9933 -0.0589 -0.0937
I 4.8653 0.0086 -0.0507
H -1.0175 -1.1337 0.4024
H -1.2496 -0.1289 -1.2404
H 1.0027 1.3419 -0.3858
H 1.1217 -0.1135 1.3691
*
```

Summary:
Frontier orbital gap (spin up / spin down): 0.34725 / 0.18403 Ha
HOMO level (spin up / spin down): -9.96 / -8.06 eV

*two*
# CH4IP

A molecular structure, CH4IP (ωB97M-V with the def2-TZVPD basis set, OMol25).

```
! RIJCOSX wB97M-V def2-TZVPD def2/J DEFGRID3
* xyz 0 1
C 0.3210 -0.3971 -0.1793
P -0.6109 1.1343 -0.2013
I 2.3993 -0.1397 0.1255
H -0.0210 -1.2432 0.3634
H 0.2047 -1.1293 -1.5361
H -1.7077 0.3868 0.1473
H -0.5854 1.3881 1.2806
*
```

Summary:
Frontier orbital gap: 0.35539 Ha
HOMO level: -9.41 eV

On energetic grounds, *two* is preferred over the next structure by 13.6 kcal/mol.